Entry 1:
{"formula": "C11H14OS", "method": "ωB97M-V/def2-TZVPD", "elements": ["C", "H", "C", "H", "H", "C", "C", "H", "H", "H", "H", "C", "C", "S", "H", "C", "C", "H", "C", "H", "C", "H", "H", "O", "H", "H", "C"], "coordinates": [[0.5754, -2.8044, 0.9538], [0.7291, -3.4471, 1.8204], [-0.3462, 1.3852, -1.6184], [-1.7830, -1.1551, -2.9422], [-2.4530, -0.0957, -1.6940], [0.0582, -1.4746, 1.3866], [0.2954, 3.2497, 2.0471], [-1.4509, -1.4803, -1.2352], [0.7727, -0.6113, -3.7073], [1.0617, -1.4315, -2.1666], [-1.9744, 0.6005, 1.8892], [-1.5880, -0.6894, -1.9768], [0.1669, 0.9824, 1.5855], [-1.3765, 2.9200, 2.2829], [1.7668, 0.1648, -2.4638], [0.6798, -0.3158, 1.1892], [0.8931, -0.4617, -2.6311], [1.5163, -2.7064, 0.4167], [-0.3497, 0.1666, -2.0567], [-0.1515, -3.2995, 0.3088], [-1.1340, 1.2676, 1.8953], [2.0412, 2.1410, 1.4777], [1.6386, -0.2936, 0.6874], [-0.3398, 2.4856, -1.2257], [-0.8879, -1.4917, 1.9135], [0.6557, 4.2488, 2.1875], [0.9840, 2.1460, 1.6765]], "e_homo_ev": -8.12, "smiles": "C/C=C/c1ccsc1.CC(C)=C=O"}

Entry 2:
{"formula": "C3H11NOS2", "method": "ωB97M-V/def2-TZVPD", "elements": ["S", "H", "H", "H", "S", "H", "H", "C", "H", "H", "O", "H", "H", "H", "C", "N", "H", "C"], "coordinates": [[1.2239, 2.5500, 2.8203], [3.7080, 1.2111, -2.8022], [5.0167, 1.5403, -3.6796], [-0.9043, -1.9950, 0.8191], [-0.1850, 1.6814, 1.5178], [0.5778, 2.3613, 3.9532], [-0.6413, -0.5760, -1.1634], [-1.2980, -0.9640, 0.8730], [-0.5460, -0.3897, 2.6849], [-2.2163, -1.0735, 1.4284], [4.7032, 1.3740, -2.7949], [-1.6341, 0.5073, -0.8576], [-2.3454, -1.0119, -2.4335], [0.7293, -0.6028, 1.5785], [-0.2672, -0.1187, 1.7224], [-2.3400, -1.4764, -1.5042], [-2.0423, -2.4183, -1.5793], [-1.5388, -0.5992, -0.5827]], "e_homo_ev": -8.84, "smiles": "NCCCSS.O"}

Entry 3:
{"formula": "C3H15NO3", "method": "ωB97M-V/def2-TZVPD", "elements": ["H", "O", "H", "O", "H", "H", "C", "H", "C", "H", "H", "H", "C", "H", "H", "H", "H", "H", "H", "H", "O", "N"], "coordinates": [[0.5730, -0.1724, -0.0468], [-3.0618, 0.7097, -1.6703], [0.4046, 3.3092, -0.7095], [0.8521, 2.5860, -1.2200], [-1.2251, -1.0972, 2.3272], [1.1400, -2.4185, -0.1728], [-0.1882, -0.8515, 0.3145], [-1.7503, 0.4529, 1.4779], [-0.9149, -0.2294, 1.6564], [-2.0565, 0.3816, -1.3284], [-0.6715, -1.1112, -1.7384], [-2.8808, 1.5104, -2.1171], [0.6367, -2.0614, 0.7963], [1.3945, -1.6048, 1.5104], [1.4962, 3.1238, -1.6804], [2.6146, 1.1300, -0.3638], [0.0225, -2.9131, 1.1532], [3.7043, 0.7930, 0.5228], [-1.6476, -1.7310, -0.6016], [-0.0943, 0.3394, 2.1822], [2.7271, 0.8090, 0.5590], [-1.0747, -0.9548, -0.8507]], "e_homo_ev": -9.41, "smiles": "CC(C)N.O.O.O"}

Entry 4:
{"formula": "C5H5NO", "method": "ωB97M-V/def2-TZVPD", "elements": ["C", "N", "H", "O", "C", "C", "C", "C", "H", "H", "H", "H"], "coordinates": [[-1.0419, 0.9966, -1.7388], [-1.5058, 1.9433, -2.2202], [-0.4295, -1.0467, -1.8932], [0.6896, -0.5597, 2.2783], [-0.4313, -0.6422, 1.4736], [-0.3714, -0.1811, -1.2343], [-0.1920, -0.3729, 0.2125], [0.9690, 0.0718, -0.5201], [1.2597, 1.1087, -0.3941], [-1.3635, -0.9567, 1.9485], [0.6445, 0.2738, 2.7670], [1.7726, -0.6350, -0.6792]], "e_homo_ev": -10.05, "smiles": "N#C[C@H]1C/C1=C\\O"}

Entry 5:
{"formula": "C2H8N2", "method": "ωB97M-V/def2-TZVPD", "elements": ["C", "H", "N", "C", "H", "H", "H", "H", "H", "H", "N", "H"], "coordinates": [[1.4514, 0.2282, -0.0106], [-3.7808, 0.8920, -0.3518], [2.5022, -0.8286, -0.1251], [0.0118, -0.2640, -0.2924], [0.1120, -1.3517, -0.4380], [-0.4858, 0.2760, -1.1031], [1.9786, 0.6456, -0.9015], [-4.1122, 0.2944, -0.6439], [1.5596, 0.8460, 0.8811], [2.8161, -1.0647, 0.8278], [-1.1405, 0.1173, 0.5778], [-0.9123, 0.2093, 1.5798]], "multiplicity": 2, "e_homo_ev": [-1.99, -0.90], "charge": -1}

Entry 6:
{"formula": "C3H10NS", "method": "ωB97M-V/def2-TZVPD", "elements": ["H", "N", "H", "H", "H", "H", "C", "C", "C", "H", "H", "H", "H", "S", "H"], "coordinates": [[0.5564, 1.5704, 1.8663], [0.6984, -0.0327, -1.8244], [0.1144, 1.5556, -0.4498], [-1.2666, 0.7901, -1.2510], [1.5896, 0.5183, 2.9696], [-0.2037, 1.8191, -2.2605], [0.4356, 0.7488, 2.5980], [-0.1221, 1.2008, -1.4238], [0.0503, -0.7673, -2.9232], [-0.1274, 1.2605, 3.3836], [0.4501, -1.7666, -3.2255], [0.8861, -0.7878, -1.1317], [-1.0688, -0.7291, -2.8385], [-0.5092, -0.6766, 1.8817], [0.1461, -0.2706, -3.9051]], "multiplicity": 2, "e_homo_ev": [4.12, 0.13], "charge": -2}

Max |F|? In order: 1.201, 3.226, 3.924, 1.303, 3.475, 6.142 eV/A.